1.
{"formula": "C5H8NP", "method": "wB97M-V/def2-TZVPD", "elements": ["P", "N", "C", "C", "C", "C", "C", "H", "H", "H", "H", "H", "H", "H", "H"], "xyz": [[-1.228, -2.087, -1.694], [-0.415, 1.226, -3.557], [0.752, 0.406, 2.069], [-0.856, -0.486, -1.784], [0.524, -0.309, 0.734], [-0.586, 0.296, -2.880], [-0.290, 0.641, -0.123], [-0.011, -1.282, 1.051], [1.603, 0.019, 2.646], [-1.235, 0.887, 0.195], [1.503, -0.399, 0.091], [-0.114, 0.504, 2.572], [-1.001, -2.313, -0.417], [1.184, 1.495, 1.924], [0.169, 1.404, -0.825]], "orbital_gap_ev": 8.609, "de_lowest_kcal_mol": 85.79, "homo_ev": -9.31}


2.
{"formula": "C10H12NOP", "method": "wB97M-V/def2-TZVPD", "elements": ["P", "O", "N", "C", "C", "C", "C", "C", "C", "C", "C", "C", "C", "H", "H", "H", "H", "H", "H", "H", "H", "H", "H", "H", "H"], "xyz": [[1.403, -0.655, -0.118], [2.028, -0.364, 1.354], [-0.161, -0.947, 0.483], [-2.545, -0.942, 0.142], [-3.313, -0.948, -2.132], [-1.052, -1.132, -1.823], [-0.627, 2.419, 1.734], [0.348, 2.160, 1.074], [-1.256, -1.024, -0.424], [4.273, 0.786, 0.756], [-2.049, -1.022, -2.707], [-3.575, -0.887, -0.736], [3.266, 0.065, 1.708], [0.030, -1.224, -2.097], [-4.608, -0.887, -0.427], [4.868, 0.183, 0.011], [1.241, 1.850, 0.586], [-4.174, -0.846, -2.679], [-1.881, -1.095, -3.786], [4.997, 1.242, 1.378], [-1.602, 2.762, 2.205], [-0.310, -0.339, 1.280], [-2.501, -0.975, 1.212], [3.796, 1.648, 0.216], [3.403, 0.173, 2.790]], "spin_multiplicity": 3, "orbital_gap_ev": [7.410, 7.849], "de_lowest_kcal_mol": 0.00, "homo_ev": [-6.42, -8.31]}


3.
{"formula": "C54H55N4OSi", "method": "wB97M-V/def2-TZVPD", "elements": ["Si", "O", "N", "N", "N", "N", "C", "C", "C", "C", "C", "C", "C", "C", "C", "C", "C", "C", "C", "C", "C", "C", "C", "C", "C", "C", "C", "C", "C", "C", "C", "C", "C", "C", "C", "C", "C", "C", "C", "C", "C", "C", "C", "C", "C", "C", "C", "C", "C", "C", "C", "C", "C", "C", "C", "C", "C", "C", "C", "C", "H", "H", "H", "H", "H", "H", "H", "H", "H", "H", "H", "H", "H", "H", "H", "H", "H", "H", "H", "H", "H", "H", "H", "H", "H", "H", "H", "H", "H", "H", "H", "H", "H", "H", "H", "H", "H", "H", "H", "H", "H", "H", "H", "H", "H", "H", "H", "H", "H", "H", "H", "H", "H", "H", "H"], "xyz": [[-0.509, -2.338, -3.985], [-0.662, 3.149, 6.004], [-2.160, 6.797, 5.022], [0.375, 1.379, 4.954], [0.682, 2.177, 2.871], [0.866, -2.359, -1.495], [-1.002, -4.398, -5.840], [-1.137, -6.771, -5.358], [-0.424, -2.097, 0.490], [-0.840, -6.507, -4.017], [1.108, 1.070, 3.735], [1.568, 1.016, -0.501], [-0.165, 2.632, 5.005], [2.691, 0.569, -1.308], [2.980, 1.134, -2.580], [0.524, 4.655, 3.613], [-2.248, -0.484, 1.162], [4.815, -0.409, -2.877], [0.917, 2.239, 1.551], [0.901, 6.683, 7.790], [0.440, 0.534, 6.120], [-4.369, -1.045, -1.700], [0.231, 0.450, -7.664], [1.571, -3.546, -1.043], [-3.753, -2.662, 2.087], [1.054, -0.563, -5.617], [0.703, -0.317, 3.247], [-1.235, -5.711, -6.263], [-4.238, -1.357, 2.248], [2.220, -2.960, -3.366], [-4.095, -2.401, -1.875], [1.240, 0.290, -6.710], [-1.224, 6.918, 6.042], [-2.429, -0.486, -3.039], [-2.098, -1.846, -3.141], [-0.280, 7.328, 8.196], [-2.521, -2.875, 1.492], [-1.189, -1.049, -6.392], [1.681, 1.291, 0.853], [2.593, -3.841, -2.158], [-0.061, 3.223, 3.595], [-3.553, -0.089, -2.307], [-0.354, 5.619, 4.344], [0.009, -1.647, -0.719], [-3.473, -0.275, 1.791], [-0.703, -4.121, -4.496], [1.058, -2.057, -2.896], [-0.650, -5.187, -3.581], [4.044, 0.667, -3.341], [-0.172, -1.225, -5.437], [-2.977, -2.803, -2.612], [-1.634, 6.035, 3.995], [-0.983, -0.227, -7.506], [4.558, -0.965, -1.618], [-1.363, 7.461, 7.312], [3.524, -0.468, -0.833], [1.020, 6.110, 6.516], [-0.057, 6.204, 5.638], [-1.733, -1.792, 1.053], [2.623, 1.131, 4.003], [0.073, -2.965, 0.935], [-2.292, 7.959, 7.584], [-3.840, 0.745, 1.927], [1.109, -1.068, 3.935], [-2.147, -1.564, -6.267], [-2.136, -3.888, 1.351], [0.669, 1.310, -1.051], [-1.073, 3.271, 3.151], [3.594, -3.578, -1.791], [0.664, 4.988, 2.569], [-0.390, -0.393, 3.218], [2.467, 0.770, 1.408], [-4.748, -3.155, -1.432], [-0.762, -7.323, -3.298], [5.154, -1.800, -1.236], [-0.204, 0.972, 6.882], [-0.475, -4.993, -2.518], [-3.781, 0.973, -2.210], [-2.201, 5.813, 3.094], [1.737, 6.621, 8.488], [2.845, 2.026, 4.600], [1.280, -0.979, -3.000], [3.295, -0.909, 0.140], [-5.194, -1.190, 2.753], [5.579, -0.852, -3.518], [3.050, -2.310, -3.671], [-2.786, -3.866, -2.773], [0.093, -0.471, 5.860], [2.581, -4.905, -2.431], [-4.338, -3.513, 2.437], [-0.358, -0.692, -1.115], [2.188, 0.822, -6.806], [1.469, 0.463, 6.491], [2.347, 1.938, -2.960], [0.866, -4.391, -0.944], [-1.061, -3.576, -6.557], [-3.086, 7.217, 5.021], [-5.217, -0.733, -1.089], [1.873, -0.702, -4.909], [-1.774, -0.125, -8.248], [2.925, 0.231, 4.552], [3.192, 1.193, 3.073], [-1.805, 0.263, -3.536], [1.087, -0.519, 2.246], [-0.349, 7.728, 9.207], [0.548, 3.143, 1.049], [-1.494, -5.898, -7.306], [-1.655, 0.344, 0.770], [1.946, -3.574, -4.240], [0.391, 1.097, -8.526], [1.920, 5.588, 6.186], [4.274, 1.126, -4.308], [2.038, -3.381, -0.058], [1.508, 4.626, 4.110], [-1.297, -7.797, -5.693]], "orbital_gap_ev": 4.469, "de_lowest_kcal_mol": 0.00, "homo_ev": -9.10, "total_charge": 1}


4.
{"formula": "C33H35CdGeN4S", "method": "wB97M-V/def2-TZVPD", "elements": ["Cd", "Ge", "S", "N", "N", "N", "N", "C", "C", "C", "C", "C", "C", "C", "C", "C", "C", "C", "C", "C", "C", "C", "C", "C", "C", "C", "C", "C", "C", "C", "C", "C", "C", "C", "C", "C", "C", "C", "C", "C", "H", "H", "H", "H", "H", "H", "H", "H", "H", "H", "H", "H", "H", "H", "H", "H", "H", "H", "H", "H", "H", "H", "H", "H", "H", "H", "H", "H", "H", "H", "H", "H", "H", "H", "H"], "xyz": [[-0.897, -1.131, 0.282], [0.519, 1.398, -1.074], [-4.464, -0.715, 4.332], [-2.888, 0.435, 2.596], [2.313, -5.110, -0.755], [5.299, -2.644, -3.940], [5.402, -4.675, -4.878], [6.251, -3.822, -5.595], [-5.397, 1.827, 4.970], [-5.215, 3.178, 4.737], [7.809, -1.765, -6.597], [-3.235, -3.221, 3.404], [4.866, -3.957, -3.952], [-2.840, -2.125, 2.648], [3.960, -4.389, -2.873], [6.972, -4.021, -6.752], [0.808, 2.561, 0.516], [3.131, -3.456, -2.255], [-3.129, 5.719, 4.534], [-4.386, 3.702, 3.752], [1.921, 2.237, -2.198], [-2.173, -2.387, 1.468], [6.193, -2.525, -4.992], [0.734, -0.514, -0.785], [-3.203, -0.711, 3.067], [-3.178, -4.495, 2.906], [3.973, -5.673, -2.351], [-1.097, 2.201, -1.926], [-4.595, 1.015, 4.215], [7.037, -1.481, -5.483], [-3.721, 5.574, 2.146], [-2.605, -4.800, 1.715], [-4.237, 5.223, 3.579], [2.369, -3.831, -1.160], [-2.069, -3.735, 1.022], [7.704, -2.999, -7.295], [-3.681, 1.426, 3.224], [-3.643, 2.836, 3.001], [3.139, -6.004, -1.301], [-5.544, 5.968, 3.936], [-5.859, 3.827, 5.386], [-2.061, 1.845, -1.560], [-0.912, 3.253, -1.620], [1.591, 3.189, -2.628], [-3.538, 6.646, 2.026], [-1.070, 2.194, -3.033], [2.265, 1.602, -3.050], [-2.962, 6.784, 4.449], [-2.998, 3.150, 2.130], [3.088, -2.389, -2.479], [-2.781, 5.070, 1.943], [-1.599, -3.967, 0.118], [-5.914, 5.629, 4.877], [0.933, 3.581, 0.142], [5.061, -1.858, -3.337], [-2.482, -5.876, 1.424], [8.328, -3.209, -8.114], [-2.170, 5.265, 4.276], [-3.442, -5.272, 3.654], [3.200, -7.038, -0.912], [-6.067, 1.538, 5.761], [-4.501, 5.243, 1.411], [1.778, 2.233, 0.919], [4.662, -6.420, -2.728], [-6.333, 5.901, 3.210], [0.675, -0.999, -1.776], [-5.262, 7.011, 4.020], [1.815, -3.050, -0.647], [2.857, 2.499, -1.636], [8.424, -0.970, -7.058], [-3.629, -3.124, 4.399], [6.976, -0.481, -5.082], [0.063, 2.566, 1.309], [-3.350, 5.491, 5.555], [7.014, -4.977, -7.240]], "orbital_gap_ev": [5.386, 5.385], "de_lowest_kcal_mol": 14.37, "homo_ev": [-3.11, -3.11], "total_charge": -1}


5.
{"formula": "C24H24N3O14", "method": "wB97M-V/def2-TZVPD", "elements": ["O", "O", "O", "O", "O", "O", "O", "O", "O", "O", "O", "O", "O", "O", "N", "N", "N", "C", "C", "C", "C", "C", "C", "C", "C", "C", "C", "C", "C", "C", "C", "C", "C", "C", "C", "C", "C", "C", "C", "C", "C", "H", "H", "H", "H", "H", "H", "H", "H", "H", "H", "H", "H", "H", "H", "H", "H", "H", "H", "H", "H", "H", "H", "H", "H"], "xyz": [[-4.514, -0.289, -0.351], [6.386, 2.710, 2.916], [-3.991, 0.195, -2.644], [-5.370, -1.768, -5.993], [3.729, 1.070, 5.489], [-9.276, 1.830, -5.903], [7.740, 5.098, 2.939], [9.337, 3.799, 7.196], [2.132, 2.369, 1.232], [0.778, -0.019, 1.209], [8.055, 1.373, 7.134], [-6.751, -1.349, -8.328], [-7.836, 1.475, -3.594], [2.447, -1.356, 5.427], [-2.785, -2.680, -2.606], [-1.179, -0.847, -1.843], [-2.450, -2.216, -0.118], [-8.367, 1.008, -5.947], [1.468, 0.208, 2.197], [2.226, 1.487, 2.293], [8.674, 3.557, 6.193], [-3.683, -0.542, -1.573], [7.076, 2.937, 3.904], [3.066, 0.828, 4.486], [-8.046, 0.258, -7.171], [7.938, 2.267, 6.086], [-6.257, -0.922, -5.959], [7.192, 1.982, 5.017], [-6.562, -0.154, -4.742], [-7.061, -0.642, -7.181], [0.857, -2.153, -0.730], [2.969, 1.773, 3.363], [-2.618, -5.112, -1.584], [2.330, -0.461, 4.379], [1.584, -0.747, 3.310], [-3.436, -3.914, -2.023], [-7.545, 0.748, -4.733], [0.038, -1.712, -2.079], [7.834, 4.215, 4.000], [-2.429, -1.648, -1.552], [8.577, 4.502, 5.070], [-1.773, -5.602, -2.253], [-2.064, -1.405, 0.453], [-1.327, -0.175, -2.648], [0.237, -2.125, 0.263], [-2.800, -5.535, -0.485], [-6.005, -1.938, -8.079], [1.042, -1.680, 3.220], [-8.586, 2.059, -3.841], [7.144, 4.663, 2.290], [6.650, 1.049, 4.927], [3.523, 2.700, 3.447], [1.764, -1.394, -0.570], [8.646, 1.810, 7.785], [-4.618, -3.944, -1.907], [1.366, -3.209, -0.937], [-5.959, -0.355, -3.866], [-0.149, -2.681, -2.706], [0.794, -1.049, -2.724], [-3.473, -2.278, -3.311], [1.536, 1.935, 0.583], [-1.749, -2.981, -0.007], [3.038, -0.919, 6.078], [-8.640, 0.469, -8.051], [9.131, 5.428, 5.154]], "orbital_gap_ev": 3.463, "homo_ev": -4.09, "total_charge": -1}


no.,E (eV)
1,-16089.1616
2,-23385.5119
3,-72770.4451
4,-112663.5092
5,-58405.6036